[1]
ORCA calculation (ωB97M-V/def2-TZVPD) on a molecular structure, C2H8InO3 in a non-equilibrium geometry.

Results
Relative energy (zero: lowest compared OMol25 entry of this formula, charge and spin)   146.4 kJ/mol
E_HOMO   -24.154 eV
Total charge   +3
DFT total energy   -13478.77681 eV

Element x y z (Å)
In (1.3348, -2.1504, -0.7910)
O (-0.7969, -1.9923, -2.7724)
H (-1.1568, -2.5565, -3.4568)
H (-1.5429, -1.4724, -2.4732)
C (-0.4173, 1.1536, 0.6071)
C (0.7241, 0.9282, 1.5576)
O (1.0789, -0.4653, 1.5849)
O (-0.1772, 0.4064, -0.5698)
H (-0.5018, 2.2172, 0.3840)
H (-1.3115, 0.7574, 1.0883)
H (0.4141, 1.3712, 2.5040)
H (1.5561, 1.4894, 1.1323)
H (1.4546, -0.5574, 2.4636)
H (-0.6582, 0.8709, -1.2586)



[2]
ORCA calculation (ωB97M-V/def2-TZVPD) on 14 unconnected molecules or ions with the total composition C48H133N9O15 in a non-equilibrium geometry.

Results
Relative energy (zero: lowest compared OMol25 entry of this formula, charge and spin)   0.0 kJ/mol
E_HOMO   -9.021 eV
Total charge   0
DFT total energy   -96050.90792 eV

Element x y z (Å)
C (-2.1804, -0.8280, -3.7288)
O (-1.2982, -1.5564, -4.5417)
C (0.0491, -1.5287, -4.1055)
C (0.9008, -1.9767, -5.2652)
N (0.7029, -1.1731, -6.4482)
C (1.6475, -1.4648, -7.5014)
C (1.2769, -0.6225, -8.7177)
O (1.8820, -0.9676, -9.9409)
C (1.6232, -2.2773, -10.3699)
H (-2.0208, 0.2539, -3.7807)
H (-2.0811, -1.1181, -2.6730)
H (-3.1935, -1.0680, -4.0467)
H (0.1829, -2.2564, -3.2980)
H (0.3330, -0.5311, -3.7475)
H (0.6634, -3.0377, -5.4665)
H (1.9602, -1.9708, -5.0035)
H (-0.2383, -1.3107, -6.7982)
H (1.7408, -2.5356, -7.7428)
H (2.6658, -1.1759, -7.2108)
H (1.5219, 0.4089, -8.4866)
H (0.1809, -0.6997, -8.8546)
H (2.0146, -2.3832, -11.3819)
H (0.5397, -2.4609, -10.4256)
H (2.1043, -3.0487, -9.7636)
C (1.5414, -8.4397, -6.1148)
C (2.1396, -7.4461, -5.1507)
C (1.0396, -6.8058, -4.3126)
O (1.5990, -5.7541, -3.5629)
C (0.6505, -5.0980, -2.7563)
N (3.1805, -8.0807, -4.3379)
H (2.3203, -8.9542, -6.6766)
H (0.8718, -7.9190, -6.8013)
H (0.9589, -9.2209, -5.6175)
H (2.6184, -6.6184, -5.6815)
H (0.5469, -7.5438, -3.6642)
H (0.2879, -6.3958, -5.0090)
H (-0.2456, -4.8391, -3.3300)
H (1.1517, -4.2061, -2.3775)
H (0.3585, -5.6710, -1.8649)
H (2.7830, -8.8662, -3.8350)
H (3.5741, -7.4310, -3.6702)
C (-1.1217, 4.1940, -6.3011)
C (-0.1422, 3.0376, -6.1394)
C (-0.2924, 2.3123, -4.8154)
O (-0.3365, 3.2132, -3.7410)
C (-0.2647, 2.5913, -2.4859)
N (-0.2617, 2.1177, -7.2850)
H (-2.1086, 3.8521, -6.6292)
H (-0.7780, 4.8462, -7.1061)
H (-1.2010, 4.7626, -5.3785)
H (0.8536, 3.4776, -6.2514)
H (0.5333, 1.5905, -4.7153)
H (-1.2172, 1.7100, -4.8608)
H (-0.0341, 3.3717, -1.7647)
H (0.4824, 1.7854, -2.4521)
H (-1.1935, 2.0850, -2.1714)
H (0.3275, 1.3131, -7.0802)
H (-1.2061, 1.7355, -7.2913)
C (-1.4815, 4.0933, 7.6948)
C (-0.1271, 3.5078, 8.1183)
C (0.9245, 3.7407, 7.0564)
O (0.5193, 3.1221, 5.8594)
C (1.2931, 3.5000, 4.7447)
N (0.3801, 4.0729, 9.3744)
H (-1.3930, 5.1856, 7.6610)
H (-2.2654, 3.8317, 8.4056)
H (-1.7696, 3.7412, 6.7039)
H (-0.2995, 2.4401, 8.2821)
H (1.8752, 3.3191, 7.4076)
H (1.0462, 4.8258, 6.9150)
H (1.2995, 4.5862, 4.5906)
H (0.8165, 3.0435, 3.8770)
H (2.3276, 3.1556, 4.8567)
H (-0.2581, 3.8884, 10.1414)
H (0.3658, 5.0888, 9.3050)
C (-5.0723, 4.3623, 4.0827)
C (-3.5745, 4.6006, 4.2328)
C (-2.7897, 3.4326, 3.7122)
O (-3.1560, 2.2314, 4.3885)
C (-2.2276, 1.2143, 4.1509)
N (-3.1437, 5.7825, 3.4453)
H (-5.3350, 4.2911, 3.0237)
H (-5.6653, 5.1855, 4.4928)
H (-5.4049, 3.4681, 4.6154)
H (-3.3553, 4.7894, 5.2846)
H (-1.7146, 3.6190, 3.8331)
H (-2.9833, 3.2497, 2.6432)
H (-2.5672, 0.3783, 4.7730)
H (-1.2302, 1.4288, 4.5544)
H (-2.2068, 0.8613, 3.1143)
H (-3.6160, 5.7071, 2.5418)
H (-3.5619, 6.5998, 3.8795)
C (-2.7249, 4.6631, -0.6568)
C (-4.2181, 4.4207, -0.6165)
C (-4.5873, 3.0598, -0.0898)
O (-4.0182, 2.0765, -0.9362)
C (-4.2288, 0.7794, -0.4374)
N (-4.7891, 5.4417, 0.2977)
H (-2.2915, 3.7857, -1.1426)
H (-2.3393, 4.7333, 0.3583)
H (-2.4464, 5.4865, -1.3131)
H (-4.6569, 4.5457, -1.6140)
H (-5.6796, 2.9410, -0.1035)
H (-4.2066, 2.9454, 0.9336)
H (-3.9190, 0.0600, -1.1934)
H (-5.2974, 0.6023, -0.2420)
H (-3.6862, 0.6146, 0.5019)
H (-5.7918, 5.3407, 0.4135)
H (-4.6202, 6.3608, -0.0930)
C (-4.0542, -3.6995, 0.1116)
C (-4.7326, -3.8817, 1.4837)
C (-4.1724, -5.1168, 2.1657)
O (-4.6996, -6.2572, 1.5395)
C (-4.2105, -7.4486, 2.0966)
N (-4.5103, -2.6762, 2.2864)
H (-4.3543, -4.4863, -0.5814)
H (-2.9677, -3.7890, 0.2277)
H (-4.2773, -2.7198, -0.3109)
H (-5.7714, -4.0957, 1.1982)
H (-4.4664, -5.1215, 3.2299)
H (-3.0741, -5.1036, 2.0990)
H (-3.1282, -7.5357, 1.9453)
H (-4.7325, -8.2792, 1.6294)
H (-4.4231, -7.4898, 3.1750)
H (-4.5717, -2.9083, 3.2745)
H (-5.2870, -2.0402, 2.1371)
C (-0.1215, -2.0956, -0.1641)
C (0.6014, -0.7674, -0.0531)
C (-0.2585, 0.3190, 0.5821)
O (0.5179, 1.4925, 0.6380)
C (-0.2397, 2.6326, 1.0654)
N (1.8685, -0.9327, 0.6902)
H (0.3711, -2.6975, -0.9245)
H (-1.1583, -1.9313, -0.4633)
H (-0.1358, -2.5939, 0.8047)
H (0.8534, -0.3632, -1.0434)
H (-0.5539, 0.0070, 1.5983)
H (-1.1636, 0.4547, -0.0314)
H (0.5227, 3.3622, 1.3136)
H (-0.8235, 2.3620, 1.9486)
H (-0.8887, 2.9570, 0.2538)
H (2.0943, 0.0161, 0.9926)
H (1.5939, -1.4035, 1.5561)
C (0.3040, 6.2180, 0.9678)
C (1.5334, 5.8931, 1.8069)
C (2.8743, 6.1620, 1.1570)
O (3.8760, 5.6904, 2.0130)
C (5.1473, 5.5957, 1.4019)
N (1.4655, 6.8682, 2.9490)
H (0.5620, 7.1443, 0.4504)
H (-0.5946, 6.3562, 1.5668)
H (0.0884, 5.4420, 0.2276)
H (1.5512, 4.8658, 2.1855)
H (3.0149, 7.2194, 0.8997)
H (2.9082, 5.6073, 0.1985)
H (5.8079, 5.1806, 2.1569)
H (5.4891, 6.5854, 1.0778)
H (5.1262, 4.9406, 0.5249)
H (0.7322, 6.6145, 3.5984)
H (2.3637, 6.8653, 3.4180)
C (1.4072, 0.0731, 4.7250)
C (2.1263, -1.2289, 4.4587)
O (1.2319, -2.0990, 3.7626)
H (0.9795, 0.4273, 3.7831)
H (2.0327, 0.8668, 5.1339)
H (0.5834, -0.0485, 5.4331)
H (2.4525, -1.7190, 5.3812)
H (2.9914, -1.0960, 3.8123)
H (0.4432, -2.3223, 4.2645)
C (3.9152, 1.4665, 2.0501)
C (4.1851, 1.7750, 0.5886)
O (5.4243, 1.2675, 0.1516)
H (4.7072, 1.8901, 2.6712)
H (3.8650, 0.3887, 2.2240)
H (2.9783, 1.9120, 2.4045)
H (4.1423, 2.8571, 0.4234)
H (3.3597, 1.4111, -0.0433)
H (5.2403, 0.3827, -0.2066)
C (-0.0258, -5.0080, 2.5173)
C (0.1990, -5.4926, 1.0917)
O (0.4961, -6.8747, 1.1554)
H (0.8681, -5.0991, 3.1344)
H (-0.8594, -5.5616, 2.9483)
H (-0.2651, -3.9412, 2.5299)
H (1.0106, -4.9145, 0.6478)
H (-0.7616, -5.3168, 0.5911)
H (1.0263, -7.1416, 0.4003)
C (3.5796, -3.7200, 2.0273)
C (3.7442, -4.4070, 3.3530)
O (5.1278, -4.4198, 3.6869)
H (3.9484, -2.6959, 2.1176)
H (2.5873, -3.8221, 1.6012)
H (4.2888, -4.1517, 1.3106)
H (3.3362, -5.4283, 3.3236)
H (3.1701, -3.9043, 4.1398)
H (5.2104, -4.4430, 4.6431)
C (3.4100, -2.2139, -2.6042)
C (4.4892, -2.2899, -1.5236)
O (4.3426, -1.2447, -0.5856)
H (3.5025, -1.2612, -3.1436)
H (2.4253, -2.1061, -2.1330)
H (3.4210, -3.0364, -3.3168)
H (5.4768, -2.2471, -1.9742)
H (4.3438, -3.2525, -1.0135)
H (3.4043, -1.2069, -0.3114)



[3]
ORCA calculation (ωB97M-V/def2-TZVPD) on 9 unconnected molecules or ions with the total composition H18O9 in a non-equilibrium geometry.

Results
Relative energy (zero: lowest compared OMol25 entry of this formula, charge and spin)   399.4 kJ/mol
E_HOMO   -10.052 eV
Total charge   0
DFT total energy   -18717.99645 eV

Element x y z (Å)
O (-2.2188, -0.9854, -0.3534)
H (-3.1108, -0.9264, -0.2844)
H (-2.0608, -1.3694, -1.2914)
O (2.0172, 1.5056, -1.8974)
H (1.8572, 2.2866, -1.3714)
H (1.1892, 1.0986, -1.7884)
O (-0.4698, 0.6276, -2.5044)
H (-1.1748, 1.1946, -2.1064)
H (-0.4328, 0.8186, -3.4544)
O (0.2762, -0.1614, 0.6146)
H (-0.6148, -0.1084, 0.2156)
H (0.5512, 0.6426, 0.9006)
O (3.1582, -1.7404, 1.4576)
H (2.8142, -1.7594, 0.6186)
H (4.0012, -2.1174, 1.2916)
O (-1.3708, -2.5514, 1.9916)
H (-1.1588, -1.8294, 2.6136)
H (-1.4668, -1.9014, 1.2386)
O (-1.9738, 2.1666, -0.7834)
H (-2.7338, 1.8916, -0.5954)
H (-1.6958, 2.7726, 0.0316)
O (0.9712, 2.3486, 2.0356)
H (0.3312, 3.0116, 1.6566)
H (0.6112, 1.9136, 2.8516)
O (1.2402, -2.3524, -0.6634)
H (0.7792, -1.4414, -0.3304)
H (0.6842, -3.0334, -0.0934)



[4]
ORCA calculation (ωB97M-V/def2-TZVPD) on a gas-phase ion, C21H19ClNO2 (charge +1) in a non-equilibrium geometry.

Results
E_HOMO   -11.939 eV
Total charge   +1
DFT total energy   -40184.15773 eV

Element x y z (Å)
C (-1.9319, -2.4941, -2.5782)
O (-1.0146, -3.2647, -1.7516)
C (-1.2490, -3.7551, -0.5209)
C (-0.2953, -3.2996, 0.4483)
C (-0.6606, -3.2056, 1.8167)
C (0.3277, -2.7996, 2.7104)
C (1.6104, -2.4726, 2.2538)
C (1.9288, -2.5188, 0.8979)
C (0.9961, -2.9762, -0.0220)
H (-1.4999, -2.5280, -3.5953)
H (-2.9351, -2.9706, -2.5761)
H (-1.9123, -1.4346, -2.1942)
H (-2.2556, -4.0757, -0.1316)
H (-1.6808, -3.4452, 2.1393)
H (0.1125, -2.7495, 3.7752)
H (2.4018, -2.2376, 2.9642)
H (2.9152, -2.2320, 0.5563)
H (1.2118, -3.0524, -1.0900)
Cl (-4.0947, -5.4868, 3.1776)
C (-2.6741, -6.1083, 2.4451)
C (-1.7749, -6.8959, 3.1552)
C (-0.6389, -7.3602, 2.5024)
C (-0.3528, -6.9925, 1.2056)
N (-1.2236, -6.1760, 0.5069)
C (-0.8447, -5.5675, -0.7305)
C (-1.9011, -5.7341, -1.7958)
C (-1.5192, -5.8404, -3.2361)
C (-2.5702, -5.5946, -4.1398)
C (-2.3085, -5.5498, -5.4981)
C (-1.0241, -5.8028, -5.9792)
C (-0.0014, -6.1208, -5.0847)
C (-0.2383, -6.1375, -3.7102)
O (-3.1516, -5.6210, -1.5692)
C (-2.4216, -5.8016, 1.1193)
H (-1.9756, -7.1374, 4.1870)
H (0.0595, -8.0098, 3.0213)
H (0.5674, -7.3394, 0.7348)
H (0.2963, -5.5068, -0.9576)
H (-3.5802, -5.3790, -3.7783)
H (-3.1117, -5.3064, -6.1878)
H (-0.8246, -5.7627, -7.0475)
H (0.9906, -6.3297, -5.4718)
H (0.5374, -6.3321, -2.9733)
H (-3.1654, -5.2097, 0.5911)



Which of these has the lowest E_HOMO?
C2H8InO3



Among the records above, which one has the highest E_HOMO?
C48H133N9O15